# 1
73
Properties=species:S:1:pos:R:3:lowdin_charge:R:1 method="wB97M-V/def2-TZVPD" molar_mass_g_mol=667.6 de_lowest_ev=0.002 e_tot_ha=-3357.24307 homo_lumo_gap_ev="5.80 / 5.79" lumo_energy_ha="-0.20076 / -0.20111" max_force_ev_per_a=1.59 charge=+1 homo_energy_ha="-0.4140 / -0.4140"
V 0.1658 1.5264 0.6171 1.19
N 1.4574 3.7786 0.7146 0.04
C 0.6391 4.6985 1.4842 -0.14
C -0.6853 4.0742 1.8497 -0.44
O -1.6259 4.6864 2.2440 0.17
N -0.6740 2.6234 1.8210 -0.05
C -1.5622 2.0430 2.8120 -0.05
C -1.8188 0.6348 2.3386 -0.50
O -0.9019 0.3015 1.3949 -0.12
O -2.6720 -0.1018 2.7100 0.18
H 2.4100 3.7302 1.0514 0.11
H 1.4687 4.0376 -0.2622 0.10
H 0.4224 5.6282 0.9629 0.14
H 1.1199 4.9605 2.4298 0.14
H -2.4840 2.6104 2.9220 0.15
H -1.0669 1.9951 3.7884 0.16
N 7.0409 -6.1467 1.8217 0.18
C 6.3005 -5.2826 1.6684 -0.17
C 5.3720 -4.2013 1.4743 -0.21
C 4.4294 -3.9112 2.4582 0.00
C 3.5443 -2.8651 2.2729 -0.01
C 3.5820 -2.1140 1.0995 -0.19
C 4.5202 -2.4152 0.1154 -0.01
C 5.4194 -3.4498 0.3032 0.00
C 2.6154 -1.0104 0.8881 -0.02
C 1.7096 -1.1188 -0.1374 -0.22
C 1.4963 -2.2100 -1.0274 0.04
C 0.4443 -1.8680 -1.8394 -0.01
C 0.0368 -0.5827 -1.4327 -0.08
N 0.7849 -0.1230 -0.4323 -0.03
C 2.6422 0.0936 1.7685 -0.21
C 3.5306 0.2628 2.8294 0.02
C 3.1613 1.4240 3.5109 -0.03
C 2.0714 1.9320 2.8399 -0.14
N 1.7452 1.1659 1.7587 -0.03
H 4.3955 -4.5060 3.3603 0.13
H 2.8071 -2.6391 3.0324 0.13
H 4.5544 -1.8262 -0.7920 0.13
H 6.1585 -3.6794 -0.4517 0.13
H 2.0654 -3.1253 -1.0367 0.13
H -0.0020 -2.4505 -2.6280 0.11
H -0.7930 -0.0063 -1.8053 0.09
H 4.3466 -0.3987 3.0675 0.12
H 3.6179 1.8431 4.3916 0.11
H 1.4979 2.8062 3.0959 0.10
C -3.9064 -4.5442 -2.3122 -0.04
C -3.8234 -3.0654 -2.0622 -0.26
C -3.4766 -2.5773 -0.8022 -0.01
C -3.4219 -1.2180 -0.5521 -0.04
C -3.7238 -0.3295 -1.5791 -0.28
C -4.0817 -0.7874 -2.8383 -0.05
C -4.1203 -2.1529 -3.0715 -0.02
S -3.6610 1.3896 -1.1960 0.68
O -2.4058 1.5827 -0.4954 -0.31
O -4.8729 1.8555 -0.6094 -0.23
N -3.4966 2.1206 -2.6443 -0.13
C -2.2054 2.0802 -3.3116 -0.19
C -1.1801 3.1601 -2.9232 -0.05
C -0.8106 3.3067 -1.4670 -0.52
O -1.1028 4.2695 -0.8112 0.14
O 0.0291 2.3523 -0.9672 -0.19
H -3.2335 -5.0945 -1.6562 0.08
H -3.6646 -4.7882 -3.3458 0.08
H -4.9201 -4.9003 -2.1184 0.09
H -3.2460 -3.2711 -0.0033 0.12
H -3.1507 -0.8583 0.4325 0.10
H -4.3228 -0.0857 -3.6250 0.11
H -4.3923 -2.5149 -4.0554 0.12
H -4.1198 2.9045 -2.7780 0.13
H -2.3776 2.1747 -4.3841 0.13
H -1.7912 1.0837 -3.1636 0.10
H -1.5474 4.1357 -3.2378 0.13
H -0.2606 2.9480 -3.4750 0.14

***

# 2
100
Properties=species:S:1:pos:R:3:lowdin_spin:R:1 method="wB97M-V/def2-TZVPD" molar_mass_g_mol=984.0 de_lowest_ev=1.464 e_tot_ha=-7129.50190 homo_lumo_gap_ev="6.38 / 6.40" lumo_energy_ha="-0.04329 / -0.04619" max_force_ev_per_a=0.98 charge=0 homo_energy_ha="-0.2778 / -0.2813" spin_multiplicity=2
Ru -2.2033 0.7967 1.7998 0.81
C 2.5004 0.8271 4.5499 0.00
C 2.5155 0.7819 3.0590 0.00
C 3.6150 1.0333 2.3083 0.00
C 3.5673 0.9810 0.8787 0.00
N 2.4504 0.7664 0.2585 0.00
N 1.3583 0.5324 1.0121 0.00
B 0.1469 0.1842 0.2116 -0.01
N -0.1512 -1.2470 0.0159 0.00
N 0.8848 -2.0752 0.2787 0.00
C 0.7425 -3.3254 -0.0177 0.00
C -0.4723 -3.8153 -0.5951 0.00
C -1.5335 -2.9979 -0.7961 0.00
C -2.8594 -3.4773 -1.2800 0.00
C -1.3708 -1.6210 -0.4275 0.00
S -2.5833 -0.4642 -0.4335 0.00
C 1.9496 -4.2238 0.2097 0.00
C 2.8850 -3.6084 1.2523 0.00
C 2.6873 -4.3338 -1.1337 0.00
C 1.5175 -5.6155 0.6811 0.00
N -0.1214 1.1326 -0.9221 0.00
N 0.3365 0.6543 -2.0929 0.00
C 0.3374 1.4590 -3.1109 0.00
C -0.1526 2.7932 -2.9886 0.00
C -0.6318 3.2587 -1.8069 0.00
C -1.2023 4.6271 -1.6293 0.00
C -0.6077 2.3531 -0.6994 0.00
S -1.1218 2.7289 0.8688 0.02
C 0.8571 0.9272 -4.4351 0.00
C -0.3002 0.9281 -5.4442 0.00
C 1.3912 -0.4955 -4.2759 0.00
C 1.9866 1.8393 -4.9307 0.00
C 1.3101 0.4521 2.3492 0.00
S -0.1173 -0.0562 3.0583 0.00
C 4.8215 1.1572 0.0411 0.00
C 4.5095 0.9883 -1.4449 0.00
C 5.4055 2.5540 0.2850 0.00
C 5.8377 0.0868 0.4657 0.00
H 3.4464 1.2088 4.9306 0.00
H 2.3256 -0.1699 4.9582 0.00
H 1.6812 1.4586 4.8962 0.00
H 4.5439 1.2909 2.8016 0.00
H -0.5631 -4.8654 -0.8376 0.00
H -2.7791 -4.4811 -1.6932 0.00
H -3.2720 -2.8018 -2.0293 0.00
H -3.5491 -3.4892 -0.4323 0.00
H 3.2164 -2.6160 0.9487 0.00
H 3.7592 -4.2499 1.3751 0.00
H 2.3848 -3.5125 2.2175 0.00
H 3.0090 -3.3482 -1.4754 0.00
H 2.0483 -4.7719 -1.9039 0.00
H 3.5678 -4.9696 -1.0232 0.00
H 0.9077 -5.5535 1.5840 0.00
H 2.4032 -6.2102 0.9081 0.00
H 0.9532 -6.1533 -0.0813 0.00
H -0.1671 3.4369 -3.8590 0.00
H -1.2444 5.1522 -2.5818 0.00
H -0.6015 5.2063 -0.9262 0.00
H -2.2042 4.5602 -1.2034 0.00
H -1.1374 0.3359 -5.0708 0.00
H 0.0320 0.4929 -6.3880 0.00
H -0.6598 1.9383 -5.6478 0.00
H 0.6090 -1.1760 -3.9390 0.00
H 2.2007 -0.5328 -3.5461 0.00
H 1.7679 -0.8453 -5.2382 0.00
H 1.6437 2.8607 -5.1025 0.00
H 2.3790 1.4567 -5.8739 0.00
H 2.8052 1.8705 -4.2089 0.00
H 3.7778 1.7242 -1.7806 0.00
H 4.1019 -0.0020 -1.6516 0.00
H 5.4272 1.1171 -2.0212 0.00
H 4.7127 3.3274 -0.0509 0.00
H 6.3383 2.6670 -0.2699 0.00
H 5.6225 2.7268 1.3403 0.00
H 5.4244 -0.9152 0.3336 0.00
H 6.1343 0.1971 1.5098 0.00
H 6.7360 0.1697 -0.1480 0.00
Cl -3.8115 3.4955 4.0196 0.00
Si -2.3314 2.0406 3.8294 -0.01
Cl -2.5359 0.8751 5.5363 0.00
Cl -0.6253 3.2163 4.2341 0.00
C -6.9817 2.5625 1.7198 0.00
Ge -5.7623 1.0342 1.9625 0.01
C -6.5021 -0.4179 0.8649 0.00
C -5.8958 0.5679 3.8590 0.00
C -4.0549 1.6395 1.2228 0.00
H -8.0212 2.2789 1.8951 0.00
H -6.8992 2.9614 0.7071 0.00
H -6.7186 3.3549 2.4223 0.00
H -7.3981 -0.8122 1.3478 0.00
H -5.8095 -1.2428 0.6967 0.00
H -6.7911 -0.0137 -0.1072 0.00
H -6.9135 0.2101 4.0314 0.00
H -5.7385 1.4550 4.4696 0.00
H -5.1966 -0.1997 4.1815 0.00
H -4.0040 2.7172 1.3914 0.00
H -4.1318 1.4996 0.1386 0.00
O -3.1269 -3.3503 2.3932 0.01
S -3.7347 -2.0628 2.7609 0.04
N -2.9820 -0.8301 2.4839 0.11

***

# 3
45
Properties=species:S:1:pos:R:3:lowdin_charge:R:1 method="wB97M-V/def2-TZVPD" molar_mass_g_mol=676.8 e_tot_ha=-6743.33788 homo_lumo_gap_ev=4.92 lumo_energy_ha=0.01881 max_force_ev_per_a=3.42 charge=-1 homo_energy_ha=-0.1619
Zn 0.3834 0.2284 -1.6220 0.20
S 2.6103 -0.7095 -1.7023 0.72
C 3.4083 0.6500 -2.3068 -0.77
C 4.8362 0.6921 -2.0289 -0.30
N 5.9477 0.5634 -1.7521 0.13
C 2.8343 1.7642 -2.9326 -0.79
S 1.1485 1.8926 -3.1846 0.59
C 3.6234 2.9073 -3.2447 -0.30
N 4.2304 3.8561 -3.6009 0.13
O -2.5318 0.1870 5.1318 0.07
N -3.0609 0.9884 4.3879 -0.35
O -3.9175 1.7487 4.7553 0.07
C -2.5810 1.0476 2.9737 -0.06
C -3.2249 1.9421 2.1964 0.08
C -2.7214 2.3463 0.8654 -0.12
C -3.3733 3.2657 0.0714 -0.01
C -2.7915 3.5631 -1.1499 -0.03
C -1.6628 2.8405 -1.5377 -0.12
N -1.0115 1.9596 -0.7902 0.07
C -1.5326 1.7549 0.4349 -0.16
C -0.8594 0.7819 1.2371 -0.17
N 0.2429 0.2366 0.7465 0.08
C 0.9841 -0.6439 1.3720 -0.10
C 0.5516 -1.0484 2.6512 -0.03
C -0.6339 -0.6256 3.1878 0.02
C -1.3487 0.4195 2.5209 -0.04
H -4.0536 2.4724 2.6791 0.13
H -4.3403 3.7256 0.2805 0.13
H -3.3018 4.2326 -1.8357 0.11
H -1.2940 2.9582 -2.6009 0.10
H 1.8318 -1.1324 0.8772 0.08
H 1.1396 -1.7424 3.1762 0.10
H -0.9547 -1.0241 4.1525 0.11
F 3.1776 -5.1138 -0.4431 0.07
C 2.1109 -4.2901 -0.7725 -0.12
C 1.9720 -3.8309 -2.0402 -0.19
F 2.9347 -3.9606 -2.9834 0.10
C 0.8082 -3.1011 -2.3797 -0.34
F 0.7647 -2.6682 -3.6330 0.07
C -0.1931 -2.7587 -1.4600 -0.54
Se -1.5275 -1.3986 -1.8604 0.62
C -0.0397 -3.3205 -0.1969 -0.27
F -0.9498 -3.1465 0.7764 0.06
C 1.1277 -4.0208 0.1660 -0.16
F 1.2374 -4.4888 1.4185 0.10

***

# 4
12
Properties=species:S:1:pos:R:3:lowdin_charge:R:1 method="wB97M-V/def2-TZVPD" molar_mass_g_mol=86.1 de_lowest_ev=2.638 e_tot_ha=-302.59615 homo_lumo_gap_ev=11.40 lumo_energy_ha=0.02223 max_force_ev_per_a=1.03 charge=0 homo_energy_ha=-0.3968
N 0.8249 0.4763 1.0764 0.08
C -0.2257 -0.2370 1.1028 -0.18
C -0.9831 -0.5923 -0.1459 -0.25
O -2.3283 -0.1768 -0.0254 -0.06
C 2.3458 0.2439 -2.5861 -0.11
N 2.0090 0.5799 -1.5152 0.01
H 1.2006 0.6219 2.0125 0.07
H 1.6692 0.7575 -0.5592 0.00
H -0.6638 -0.6113 2.0364 0.12
H -0.4846 -0.1638 -1.0247 0.10
H -1.0131 -1.6826 -0.2546 0.13
H -2.3509 0.7844 -0.1171 0.10

***

# 5
26
Properties=species:S:1:pos:R:3:lowdin_charge:R:1 method="wB97M-V/def2-TZVPD" molar_mass_g_mol=153.2 de_lowest_ev=6.225 e_tot_ha=-477.87666 homo_lumo_gap_ev=10.32 lumo_energy_ha=0.03348 max_force_ev_per_a=8.11 charge=0 homo_energy_ha=-0.3456
C 1.9626 -0.2030 -0.2048 -0.19
C 1.2551 -1.4159 0.3241 -0.21
C -0.2211 -1.1000 0.4251 -0.33
C -0.8583 -0.6856 -1.0252 -0.16
C -2.3534 -0.2217 -0.8926 -0.19
C -2.1791 1.2577 -0.4134 -0.20
C -1.0942 1.3790 0.7323 -0.22
C -0.5565 0.0316 1.3671 -0.21
H 2.3027 0.1386 -1.2371 0.13
H 1.6515 0.6941 0.4491 0.12
H 1.7273 -1.5659 1.4030 0.15
H 1.5822 -2.4271 -0.1330 0.14
H -0.8459 -2.0102 0.6800 0.14
H -0.3967 -0.0301 -1.6959 0.08
H -0.7394 -1.5352 -1.7079 0.11
H -2.8595 -0.2356 -1.7699 0.05
H -2.9353 -0.9977 -0.3334 0.12
H -3.2644 2.0103 -0.1678 0.17
H -1.6784 2.0294 -1.2084 0.13
H -0.0686 1.8392 0.4765 0.10
H -1.4142 1.9638 1.6106 0.09
H -1.3986 -0.4184 1.9331 0.11
H 0.3470 0.2757 2.0701 0.14
N 4.6141 1.4266 -0.3877 0.19
N 3.9944 0.4164 -0.2906 -0.30
N 3.4267 -0.6157 -0.0036 0.03

***

# 6
22
Properties=species:S:1:pos:R:3:lowdin_charge:R:1 method="wB97M-V/def2-TZVPD" molar_mass_g_mol=142.2 de_lowest_ev=7.790 e_tot_ha=-474.86472 homo_lumo_gap_ev=6.26 lumo_energy_ha=-0.27582 max_force_ev_per_a=5.17 charge=+1 homo_energy_ha=-0.5060
C 1.2286 0.9052 -0.3433 -0.44
C -2.0114 2.1561 0.4049 0.01
C 0.2496 -1.3157 -0.2140 -0.20
C 1.0617 -0.3359 0.5383 -0.23
C 2.5827 -0.8316 0.7139 -0.01
C -2.0339 -1.2241 -0.6178 -0.09
N 0.1607 1.7729 -0.2830 0.07
N -1.0564 -1.3056 0.2383 0.13
N -1.0060 1.3674 0.3681 -0.05
O 2.3091 1.0975 -0.8756 0.10
H -3.0510 1.8121 0.5934 0.09
H -1.8845 3.1564 -0.1025 0.10
H 0.4692 -1.3590 -1.3677 0.19
H 0.6236 -2.3904 0.0973 0.23
H 0.5276 -0.0353 1.4933 0.17
H 3.1501 -0.3531 1.4997 0.09
H 3.1529 -0.7546 -0.2001 0.08
H 2.5916 -1.8802 0.9541 0.07
H -2.7481 -0.3687 -0.1361 0.19
H -1.8039 -0.8086 -1.6369 0.14
H -2.6723 -2.0901 -0.4429 0.16
H 0.1600 2.7853 -0.6814 0.21